1.
{"formula": "C3H7O2S", "method": "wB97M-V/def2-TZVPD", "elements": ["C", "C", "S", "H", "H", "H", "H", "H", "H", "O", "C", "O", "H"], "positions_angstrom": [[0.016229, -0.158801, 1.751507], [0.232824, -1.301539, 0.697908], [1.814325, -1.080478, -0.219059], [-0.552753, 0.705828, 1.262810], [0.999202, 0.217436, 2.227253], [-0.739168, -0.302668, 2.687771], [0.271415, -2.234876, 1.274780], [-0.594835, -1.343788, -0.010568], [1.134323, -0.409028, -1.454092], [-1.769209, 1.312691, -2.620311], [-0.681811, 1.444630, -2.041526], [0.490365, 0.937744, -2.318963], [-0.620906, 2.212850, -1.237511]], "forces_ev_per_a": [[-1.3889, 1.6976, 1.3692], [0.1946, 0.5026, 1.5112], [-1.6268, 0.6367, -1.7581], [1.3523, -0.8367, 0.3657], [-1.5340, -0.5911, -1.0077], [1.7009, -0.6287, -2.0555], [0.0967, -0.0234, -0.4689], [0.1049, 0.0014, 0.1185], [1.0243, -0.2977, 1.8394], [0.5782, -0.3237, 0.3960], [1.5888, -0.0593, -1.1164], [-1.9192, -0.0207, 0.4642], [-0.1717, -0.0571, 0.3424]], "gap_ev": 8.259, "charge": -1, "largest_force_ev_per_a": 2.74, "total_energy_ev": -18155.3581, "homo_energy_ev": -4.68}

2.
{"formula": "C3H7O2S", "method": "wB97M-V/def2-TZVPD", "elements": ["O", "C", "C", "C", "S", "H", "H", "H", "H", "H", "H", "H", "O"], "positions_angstrom": [[1.183676, -0.692807, -2.326576], [0.878523, 0.309351, -1.721628], [-0.549235, 0.681193, -1.472424], [-0.895991, -0.083649, -0.123480], [-0.700495, 0.861103, 1.404752], [1.668250, 0.929586, -1.260972], [-1.171227, 0.318799, -2.285849], [-0.659798, 1.728077, -1.213877], [-0.372702, -1.036312, -0.212128], [-1.950202, -0.381464, -0.071146], [1.312606, -1.018457, 2.510606], [0.210204, -0.569070, 3.336375], [1.046393, -1.046355, 3.436349]], "forces_ev_per_a": [[0.2949, -0.0719, -0.2531], [-0.3572, 0.0283, -0.1536], [0.2741, -0.3818, 1.3914], [-0.8996, -0.2654, -0.2953], [0.6200, 0.1791, 0.0584], [-0.0786, 0.0729, 0.0830], [-0.0672, 0.1194, -0.1431], [-0.1509, 0.2592, -0.4077], [0.2851, -0.0855, 0.4839], [0.0321, 0.1344, -0.7580], [0.1740, 0.0544, -0.0310], [-0.1839, 0.2194, -0.0196], [0.0570, -0.2624, 0.0447]], "gap_ev": 6.918, "charge": -1, "largest_force_ev_per_a": 1.47, "total_energy_ev": -18155.4822, "homo_energy_ev": -2.94}

3.
{"formula": "C3H7O3", "method": "wB97M-V/def2-TZVPD", "elements": ["C", "C", "O", "O", "H", "H", "H", "C", "O", "H", "H", "H", "H"], "positions_angstrom": [[-0.897645, -0.716751, -1.908027], [-0.143696, -1.559093, -0.861346], [0.413822, -0.866522, 0.068578], [-0.136381, -2.816419, -1.001472], [-1.122970, -1.463459, -2.724325], [-0.228249, 0.086194, -2.260824], [-1.867357, -0.490303, -1.487021], [0.933479, 1.405458, 1.936427], [-0.165852, 1.547942, 1.079626], [-0.286878, 0.652151, 0.588721], [1.159558, 2.476232, 2.196641], [0.644536, 0.928200, 2.892683], [1.697633, 0.816370, 1.480338]], "forces_ev_per_a": [[0.4466, -2.1799, -1.0910], [0.6494, -0.5558, 0.8173], [-0.6875, -0.8551, -0.7606], [0.0290, 1.6499, 0.2661], [0.2857, 1.0373, 0.4113], [-0.8585, -0.0012, 0.2649], [-0.0778, 0.8978, 0.0949], [-1.3448, 1.4318, 0.9087], [-0.9310, -1.4142, -1.0492], [0.7566, 1.1680, 0.7600], [0.7024, -1.0300, -0.1773], [0.1137, -0.0730, -0.1904], [0.9160, -0.0757, -0.2546]], "gap_ev": 8.655, "charge": -1, "largest_force_ev_per_a": 2.48, "total_energy_ev": -9368.2278, "homo_energy_ev": -4.46}

Ordered relative energy (zero: lowest compared OMol25 entry of this formula, charge and spin) results: 29.0 26.1 21.5; unit kcal/mol.